Entry 1:
112
Properties=species:S:1:pos:R:3:forces:R:3 method="wB97M-V/def2-TZVPD" charge=+1 orbital_gap_ev="6.80 / 6.31" spin_multiplicity=3
W 0.691 -0.119 -0.147 -0.5760 -0.8887 -0.2012
C 0.427 -5.009 2.928 0.0306 -0.0269 0.0003
C -0.076 -5.160 1.494 -0.0897 0.0519 0.0014
C 1.033 -4.884 0.473 -0.0008 0.0167 0.0138
C -0.563 -6.592 1.289 0.0466 -0.0689 0.0112
N -1.239 -4.230 1.285 0.0173 0.0579 -0.0489
C -2.541 -4.669 1.139 -0.0654 0.0310 0.0137
C -3.323 -3.579 1.065 -0.0257 -0.0501 0.0023
N -2.522 -2.462 1.169 0.0849 0.0255 -0.0023
B -3.224 -1.087 1.024 -0.1017 0.0511 0.0307
N -2.677 0.097 1.886 0.0300 -0.0026 -0.0153
C -3.162 0.290 3.160 0.0146 0.0359 0.0734
C -2.817 1.531 3.560 -0.0253 -0.0531 -0.0153
N -2.111 2.118 2.529 0.0322 -0.0044 -0.0312
C -2.021 1.213 1.526 0.0206 0.0505 -0.0595
S -1.205 1.447 0.017 -0.0031 0.1154 0.0713
C -1.608 3.542 2.544 -0.0274 -0.1478 0.0300
C -2.359 4.325 1.470 0.0265 0.0320 0.0121
C -1.927 4.142 3.910 0.0169 0.0700 -0.0075
C -0.095 3.592 2.337 -0.0657 0.0541 0.0021
N -3.406 -0.690 -0.457 0.1248 -0.0726 -0.0695
C -4.549 -0.053 -0.876 -0.0643 0.0541 -0.0435
C -4.448 0.151 -2.204 -0.0260 0.0558 0.0561
N -3.229 -0.353 -2.609 0.0283 -0.1412 0.0210
C -2.601 -0.862 -1.521 0.0562 0.0303 -0.0247
S -1.055 -1.635 -1.483 0.0882 0.1245 0.0804
C -2.743 -0.336 -4.033 -0.0388 0.0481 0.0974
C -2.503 -1.766 -4.509 0.0228 0.0072 -0.0292
C -3.824 0.288 -4.911 0.0130 0.0118 -0.0367
C -1.488 0.527 -4.114 -0.0434 0.0116 -0.0330
C -1.249 -2.873 1.279 0.1130 -0.0761 0.0634
S 0.167 -1.902 1.533 -0.0214 0.0743 0.0629
H 1.257 -5.697 3.087 0.0104 -0.0061 0.0086
H -0.362 -5.257 3.639 -0.0177 0.0036 0.0039
H 0.779 -3.999 3.127 -0.0004 0.0319 -0.0023
H 1.623 -5.790 0.339 0.0156 0.0143 -0.0044
H 1.695 -4.101 0.834 0.0357 0.0330 0.0073
H 0.616 -4.594 -0.492 -0.0264 -0.0092 -0.0102
H 0.287 -7.255 1.442 -0.0079 -0.0051 0.0001
H -0.938 -6.759 0.279 -0.0055 0.0142 -0.0189
H -1.327 -6.878 2.011 0.0071 -0.0016 0.0185
H -2.807 -5.706 1.115 -0.0316 -0.0013 -0.0195
H -4.388 -3.492 0.955 -0.0325 -0.0200 -0.0043
H -4.334 -1.267 1.450 0.0020 -0.0103 -0.0172
H -3.734 -0.467 3.663 -0.0198 -0.0203 0.0310
H -3.016 2.034 4.485 -0.0216 -0.0183 0.0112
H -3.435 4.282 1.645 -0.0134 -0.0087 0.0025
H -2.146 3.950 0.473 0.0134 -0.0358 -0.0403
H -2.049 5.369 1.513 -0.0017 0.0104 0.0008
H -2.999 4.188 4.102 -0.0155 0.0003 0.0000
H -1.548 5.162 3.917 -0.0067 0.0092 0.0115
H -1.434 3.602 4.718 0.0224 -0.0119 0.0144
H 0.198 3.238 1.355 0.0067 -0.0305 -0.0424
H 0.433 3.004 3.085 0.0135 -0.0553 0.0532
H 0.220 4.632 2.438 0.0227 -0.0022 -0.0213
H -5.343 0.186 -0.193 -0.0276 0.0033 0.0122
H -5.142 0.601 -2.884 -0.0331 0.0083 0.0049
H -3.419 -2.353 -4.436 -0.0136 -0.0041 0.0116
H -1.720 -2.257 -3.939 0.0239 -0.0104 0.0195
H -2.197 -1.738 -5.554 -0.0001 -0.0068 -0.0196
H -4.747 -0.293 -4.907 -0.0092 -0.0109 0.0086
H -3.449 0.303 -5.933 -0.0070 -0.0083 -0.0059
H -4.042 1.317 -4.628 0.0101 0.0212 0.0025
H -0.666 0.119 -3.535 0.0055 -0.0204 -0.0021
H -1.708 1.534 -3.752 -0.0232 0.0136 -0.0055
H -1.177 0.604 -5.156 0.0414 -0.0136 -0.0034
C 1.779 -3.094 -2.836 0.0277 0.0076 -0.0003
C 2.479 -1.883 -2.233 -0.0916 -0.0180 0.0134
C 3.980 -2.017 -2.410 0.0118 0.0069 -0.0048
O 2.115 -1.736 -0.825 0.1700 0.1028 -0.0187
C 1.953 -0.593 -2.867 -0.1242 0.1010 0.0262
O 2.262 -0.269 -3.987 0.0063 -0.1171 -0.0211
O 1.134 0.111 -2.118 0.2909 0.1092 -0.0506
H 2.180 -4.008 -2.393 -0.0045 -0.0077 0.0113
H 1.987 -3.120 -3.905 0.0026 0.0179 -0.0039
H 0.703 -3.063 -2.692 -0.0243 0.0091 0.0063
H 4.333 -2.929 -1.925 0.0104 0.0011 0.0240
H 4.523 -1.167 -2.014 -0.0019 0.0255 -0.0361
H 4.191 -2.090 -3.476 -0.0102 -0.0024 -0.0093
H 2.235 -2.547 -0.318 -0.0662 -0.0385 0.0377
C 0.951 2.930 -2.411 -0.0156 -0.0215 -0.0192
C 1.712 2.788 -1.136 0.0750 0.0213 0.0957
O 1.570 1.820 -0.378 0.2093 0.4365 -0.0396
C 2.687 3.815 -0.715 -0.1675 -0.1258 -0.0741
C 3.207 3.750 0.580 0.0594 0.0627 0.0164
C 4.136 4.689 0.990 -0.0359 -0.0386 -0.0122
C 4.556 5.680 0.112 0.0448 0.0322 0.0239
C 4.051 5.741 -1.180 -0.0440 -0.0429 -0.0174
C 3.109 4.814 -1.593 0.0306 0.0361 0.0394
H 0.055 2.317 -2.394 0.0324 0.0495 0.0269
H 1.573 2.560 -3.232 0.0025 0.0116 -0.0012
H 0.707 3.974 -2.592 -0.0248 0.0094 -0.0318
H 2.892 2.958 1.248 -0.0254 0.0117 0.0066
H 4.537 4.644 1.993 0.0100 -0.0015 0.0143
H 5.288 6.409 0.435 0.0035 0.0078 -0.0013
H 4.392 6.508 -1.861 -0.0008 0.0108 -0.0098
H 2.721 4.859 -2.601 -0.0058 0.0094 -0.0241
C 0.418 0.297 3.648 -0.0513 -0.0760 0.0082
C 1.715 0.424 2.914 0.0131 0.0051 -0.0224
C 2.885 0.769 3.534 -0.0740 0.0462 -0.0017
C 3.901 0.771 2.554 0.0196 0.0050 -0.0306
C 3.318 0.426 1.367 0.0250 -0.0699 -0.0149
C 4.063 0.329 0.078 0.0579 -0.0781 -0.1767
N 1.956 0.186 1.554 0.0366 0.1282 0.0928
H 0.348 1.086 4.399 0.0163 0.0168 0.0184
H 0.343 -0.659 4.171 -0.0077 -0.0194 0.0043
H -0.447 0.362 3.004 -0.0102 0.0298 -0.0501
H 2.981 0.991 4.585 0.0118 0.0159 0.0262
H 4.945 1.007 2.686 0.0238 0.0044 0.0023
H 4.890 1.039 0.097 0.0262 -0.0168 0.0067
H 3.469 0.563 -0.807 0.0506 -0.0192 0.0818
H 4.487 -0.665 -0.067 0.0097 0.0325 0.0584

---

Entry 2:
112
Properties=species:S:1:pos:R:3:forces:R:3 method="wB97M-V/def2-TZVPD" smiles="CCO[C@@]1([C@H](I)[C@H](C)I)[C@@H](CCCSC(=S)N(c2ccccc2)c2ccccc2)[C@](CCCS)(OC[C@@H](C)O)[C@H](O)OS1(=O)=O.CCCC#N.CCCC#N" orbital_gap_ev=7.45 spin_multiplicity=1
C -0.869 1.873 5.722 0.3654 0.3722 -0.5151
C 0.639 1.305 5.409 -1.1257 2.8531 3.1395
O 0.590 -0.035 5.013 0.7748 -0.4582 -1.6291
C 1.317 -0.537 3.879 -2.1620 -0.4264 -0.0337
C 1.211 -2.122 4.186 -0.7169 0.1434 0.5259
I 2.312 -2.720 6.025 -0.3943 0.3794 -0.6629
C 1.471 -3.234 3.135 1.0104 -1.3539 -0.3993
C 2.348 -3.075 1.836 0.0249 -0.9879 -1.4878
I -0.519 -3.938 2.398 0.4997 0.1759 0.1926
C 0.622 -0.175 2.435 0.0780 -0.4687 -1.3664
C -0.833 0.481 2.566 -1.2213 0.2556 -0.3424
C -1.908 -0.080 1.461 -0.1479 1.7173 0.2649
C -3.433 -0.065 2.046 0.4641 -1.5455 0.6890
S -4.360 1.411 1.410 -1.3773 -1.2738 -0.5501
C -6.049 0.897 0.793 0.2348 1.3240 -0.3756
S -6.893 2.112 -0.025 1.2424 -2.1271 1.4835
N -6.516 -0.443 1.078 -0.4594 -0.0293 -1.0188
C -7.782 -0.587 1.775 -4.1297 -1.1635 3.5210
C -9.199 -0.216 1.294 0.3425 -1.1211 2.2922
C -10.496 -0.449 2.160 3.6825 -1.0929 1.3105
C -10.384 -1.104 3.554 3.0973 0.9741 -2.7803
C -8.952 -1.496 4.066 -0.7602 1.4110 -3.0985
C -7.702 -1.258 3.202 -2.7201 0.8584 -0.8879
C -6.137 -1.499 0.163 1.1431 -2.8570 -2.4789
C -6.967 -2.825 0.081 2.8192 -0.2707 -2.1533
C -6.509 -3.985 -0.865 1.9431 2.9621 0.3580
C -5.239 -3.866 -1.740 -1.0648 3.0933 2.2589
C -4.456 -2.531 -1.685 -2.5835 0.0367 2.2982
C -4.874 -1.342 -0.754 -1.9246 -3.5343 -0.2481
C 1.631 0.658 1.435 -1.3592 1.7513 -0.8956
C 0.813 1.270 0.153 0.2837 -0.3098 -0.7883
C 0.364 0.088 -0.886 -1.2893 0.7626 0.2892
C 1.016 0.256 -2.351 -0.2565 -2.0846 0.7758
S -0.305 -0.069 -3.663 0.3143 -0.6598 0.4627
O 2.588 -0.197 0.838 -0.2098 0.3458 1.3764
C 3.869 0.266 0.478 2.7156 -0.6158 -1.9374
C 4.100 0.647 -1.091 2.2875 1.2933 0.7206
C 5.543 1.421 -1.099 -0.3129 0.8744 -0.0525
O 4.284 -0.523 -1.928 -0.8667 0.6498 0.0313
C 2.130 1.921 2.275 -0.7285 1.9023 -1.5147
O 2.694 3.003 1.459 -0.9410 -1.0758 0.8471
O 3.149 1.667 3.270 -2.0020 -1.7680 -0.0937
S 3.042 0.162 3.997 8.3884 -2.2189 3.5599
O 3.546 0.370 5.421 -3.2892 0.5261 -3.6530
O 4.109 -0.762 3.417 -4.1124 2.3487 -0.2056
H -1.067 2.788 5.042 0.0417 -1.6198 0.9688
H -1.644 1.056 5.549 1.0036 1.1762 0.2272
H -0.964 2.258 6.793 0.2551 -0.7167 -1.4474
H 1.138 2.110 4.790 -0.2845 -1.5654 0.1341
H 1.155 1.365 6.447 -0.4606 -0.3339 -1.9169
H 0.118 -2.270 4.543 1.9879 0.7115 -0.5300
H 1.858 -4.179 3.681 -0.8652 1.7818 -0.8533
H 3.398 -2.650 1.946 -1.6115 -0.1695 0.3071
H 2.512 -4.149 1.423 -0.3592 1.6651 0.8064
H 1.779 -2.554 0.974 1.1234 -0.5575 1.6202
H 0.425 -1.136 1.817 0.5862 1.2853 1.4756
H -1.378 0.295 3.548 1.4426 0.0727 -1.0171
H -0.817 1.630 2.427 0.1398 -1.7994 0.4200
H -1.921 0.739 0.643 0.1131 -1.8464 0.8962
H -1.600 -1.102 1.066 -0.5856 1.3955 0.4875
H -3.457 -0.006 3.195 0.2051 -0.0235 -1.7038
H -3.943 -1.069 1.787 0.5896 1.8148 0.1901
H -9.340 0.245 0.261 0.3319 -0.6773 1.6468
H -11.488 -0.118 1.699 1.5998 -0.6224 0.8843
H -11.332 -1.284 4.161 1.6618 0.2472 -0.8407
H -8.892 -1.959 5.105 0.1590 0.6908 -1.7080
H -6.671 -1.578 3.603 -1.8375 0.6110 -0.7405
H -7.915 -3.022 0.691 1.6871 0.6513 -0.9166
H -7.128 -4.949 -0.861 1.0576 1.6846 -0.0481
H -4.868 -4.719 -2.407 -0.7426 1.4582 1.1536
H -3.510 -2.373 -2.301 -1.5325 -0.3394 0.8883
H -4.255 -0.384 -0.745 -1.0509 -1.5434 -0.0552
H -0.049 1.953 0.453 0.9444 -1.0720 -0.3467
H 1.501 1.934 -0.500 -0.7757 -1.0072 1.6237
H 0.517 -0.963 -0.433 0.1268 1.6719 -0.9059
H -0.778 0.163 -1.054 1.8668 -0.0273 0.3600
H 1.467 1.281 -2.552 -0.7005 -1.4831 0.1692
H 1.756 -0.614 -2.474 -0.6122 1.8622 0.0719
H -0.612 -1.422 -3.427 0.6035 1.4238 0.0608
H 4.596 -0.631 0.619 -1.2987 1.3699 -0.1163
H 4.365 1.109 1.058 -1.3978 -0.9136 -0.3820
H 3.356 1.412 -1.486 0.5932 -1.3303 0.4093
H 6.140 1.221 -0.146 -0.7847 0.1634 -1.2941
H 5.384 2.573 -1.179 0.3045 -2.0020 0.2613
H 6.190 1.097 -1.991 -1.0658 0.3711 1.2605
H 4.545 -0.239 -2.836 -0.2690 -0.1263 1.0642
H 1.166 2.407 2.700 1.5396 -1.2094 -0.0439
H 2.011 3.706 1.387 0.7658 -0.7333 0.1343
C 1.519 -2.002 -7.026 -0.0463 0.0217 -0.0559
C 2.457 -3.151 -6.681 -0.2414 0.0887 -0.3007
C 3.274 -2.899 -5.411 -0.0026 -0.3860 -0.1084
C 4.224 -1.793 -5.565 0.0617 0.2056 0.1661
N 4.965 -0.920 -5.683 -0.2472 -0.2352 0.0662
H 2.072 -1.087 -7.252 -0.0422 -0.0418 0.0711
H 0.921 -2.255 -7.905 0.0346 0.0516 0.0670
H 0.834 -1.797 -6.198 0.0551 0.0597 -0.0617
H 3.124 -3.339 -7.529 0.0215 -0.0422 0.1708
H 1.861 -4.058 -6.537 0.1618 0.0229 0.0779
H 3.830 -3.808 -5.163 0.0907 0.1789 0.0660
H 2.604 -2.699 -4.570 0.1303 0.1504 -0.0423
C 6.168 3.872 -4.877 -0.0680 -0.0578 -0.0167
C 5.823 5.355 -4.836 -0.0787 -0.3101 -0.2413
C 6.486 6.095 -3.673 -0.1238 0.2451 -0.2477
C 5.983 5.651 -2.370 0.1113 -0.0489 0.2400
N 5.593 5.296 -1.346 0.0378 0.0816 -0.3456
H 5.794 3.349 -3.992 0.0676 0.0361 -0.0269
H 5.714 3.405 -5.755 0.0657 -0.0142 0.0918
H 7.249 3.722 -4.935 -0.0705 -0.0233 0.0176
H 4.736 5.472 -4.786 0.1257 0.1003 0.0429
H 6.151 5.815 -5.773 -0.0236 0.0884 0.1480
H 6.292 7.167 -3.778 0.0250 -0.0653 0.1872
H 7.572 5.965 -3.717 -0.0962 -0.0634 0.1518